Below is a molecular structure, C22H37ClP2Pt in a non-equilibrium geometry, with properties calculated with ωB97M-V/def2-TZVPD.

Last column: Löwdin spin population.
Cartesian coordinates (Å):
P  -0.36837  -0.99380  -5.42582  0.07
P  0.89037  2.02200  -3.24804  0.48
C  0.56447  0.57403  -5.83819  0.06
C  1.53467  1.28406  -4.81299  0.08
H  -0.15794  1.30954  -6.23235  0.01
H  1.17613  0.32915  -6.72484  0.00
H  2.40829  0.65012  -4.57723  0.00
H  1.91866  2.18016  -5.33744  0.02
C  0.14283  3.55249  -3.96649  0.06
H  0.21552  4.34697  -3.21430  0.00
H  -0.90987  3.39338  -4.24368  0.00
H  0.70342  3.84757  -4.87055  0.01
C  2.01343  2.48986  -1.97461  0.17
H  2.13672  3.57117  -1.97882  0.02
H  2.92142  1.88883  -1.99712  0.02
H  1.32338  2.30027  -1.07382  0.04
C  -1.78766  -1.86716  -6.54124  -0.10
H  -1.58938  -2.92942  -6.72523  0.00
H  -1.80248  -1.30797  -7.48375  0.00
H  -2.81557  -1.87027  -6.14987  0.00
C  0.68022  -2.08899  -6.56761  -0.05
H  1.69900  -2.23224  -6.22565  0.00
H  0.67458  -1.62529  -7.54950  0.00
H  0.25937  -3.08364  -6.65834  0.00
Pt  1.71118  1.02744  0.06625  0.99
C  -1.49009  0.72472  -4.09148  0.35
C  -2.21773  -0.30038  -4.70015  -0.05
C  -2.88335  -1.37293  -3.81136  0.04
C  -1.90241  -2.49504  -3.32959  0.06
C  -0.70288  -2.64522  -4.18909  0.42
C  0.44505  -1.76795  -4.07054  0.07
C  0.41825  -0.80994  -2.84547  0.04
C  -0.78661  0.20665  -2.81902  0.18
C  1.89169  -0.89577  0.21204  0.21
H  -1.93206  1.70090  -3.90552  0.01
H  -2.79378  -0.00570  -5.58324  0.00
H  -3.67247  -1.86806  -4.39049  0.00
H  -3.38709  -0.89472  -2.94366  0.00
H  -1.63056  -2.37429  -2.26880  0.01
H  -2.49125  -3.42263  -3.36346  0.00
H  -0.55822  -3.57584  -4.73428  0.02
H  1.47188  -2.09797  -4.30157  0.01
H  1.40704  -0.34000  -2.72505  0.01
H  0.28072  -1.41846  -1.94129  0.00
H  -1.54798  -0.27421  -2.17764  0.03
H  -0.54869  1.10303  -2.18135  0.05
H  1.71972  -1.03263  1.27439  0.03
H  2.92857  -1.10350  -0.02600  0.05
H  1.20471  -1.54173  -0.32046  0.01
Cl  1.60667  3.63782  0.68725  0.05
C  0.79558  2.68669  1.89962  0.07
C  1.26389  2.86054  3.19047  -0.01
C  0.60636  2.15306  4.20132  0.06
C  -0.50240  1.33388  3.93507  0.00
C  -0.96288  1.17396  2.63121  0.05
C  -0.27125  1.81827  1.59395  0.06
C  -0.41491  1.37445  0.21208  0.26
H  2.10911  3.53366  3.33996  0.00
H  0.98560  2.27976  5.20610  0.00
H  -1.00915  0.80744  4.74647  0.00
H  -1.77727  0.49561  2.36022  0.00
H  -1.00219  0.48780  -0.00581  0.02
H  -0.75681  2.17097  -0.44708  0.02

HOMO-LUMO gap (alpha / beta) = 0.134 / 0.205 hartree
spin multiplicity = 5
total charge = +2
HOMO level (alpha / beta) = -11.44 / -13.57 eV
E = -57731.1455 eV
E_LUMO (alpha / beta) = -7.8 / -8.0 eV

***

Below is a molecular structure, C5H15N3P2 in a non-equilibrium geometry, with properties calculated with ωB97M-V/def2-TZVPD.

Last column: Mulliken charge in e.
Cartesian coordinates (Å):
C  -1.80391  0.27178  1.33067  -0.78
C  0.78850  -1.97584  1.70263  -1.00
C  -0.74570  1.77283  -1.59521  -1.02
C  0.16128  -2.07267  -1.49230  -1.04
C  1.73149  2.11753  0.15323  -0.85
N  -0.86830  -0.75508  0.79137  0.16
N  0.28584  -0.72878  1.49145  -0.33
N  0.02298  0.55310  -1.27544  0.18
P  -0.97276  -0.74399  -1.00425  0.02
P  1.61633  0.47706  -0.67608  0.03
H  -1.84534  0.00852  2.48098  0.30
H  -1.41315  1.21592  1.08281  0.29
H  -2.85881  0.11800  0.88996  0.26
H  0.28014  -2.68115  1.09337  0.42
H  1.87729  -2.10729  1.48583  0.29
H  0.55435  -2.48447  2.68695  0.29
H  -1.83137  1.71884  -1.77660  0.34
H  -0.76520  2.65956  -0.85939  0.30
H  -0.52310  2.35335  -2.58563  0.30
H  -0.45293  -2.99213  -1.67678  0.31
H  0.88442  -2.32113  -0.72105  0.31
H  0.62190  -1.64320  -2.44600  0.35
H  0.94911  2.72420  -0.20036  0.25
H  2.67979  2.56310  -0.08370  0.36
H  1.62716  1.95193  1.20355  0.26

HOMO-LUMO gap (alpha / beta) = 0.279 / 0.264 hartree
total charge = 0
HOMO level (alpha / beta) = -7.59 / -7.05 eV
E = -28471.9979 eV
E_LUMO (alpha / beta) = 0.0 / 0.1 eV

***

Below is a molecular structure, C24H23BrN8NbO3PS in a non-equilibrium geometry, with properties calculated with ωB97M-V/def2-TZVPD.

Last column: Mulliken charge in e.
Cartesian coordinates (Å):
Nb  -0.09817  -0.27210  -0.33675  0.53
C  2.27525  -3.36793  3.77582  -0.86
N  2.16275  -2.40744  2.72151  0.17
C  3.15323  -1.58314  2.13151  -0.78
C  2.56786  -0.94865  1.05590  -0.66
N  1.25545  -1.42136  0.95261  0.23
C  1.03419  -2.29448  1.97536  0.09
P  -0.42866  -3.16311  2.29639  -0.12
C  -0.76930  -1.58164  -1.45964  0.30
N  -1.75457  -0.64468  -1.24511  0.24
C  -2.90095  -0.96241  -1.94853  -0.43
C  -2.64905  -2.19823  -2.47301  -0.31
N  -1.31005  -2.54944  -2.26373  0.24
C  -0.51245  -3.68616  -2.73416  -0.71
C  -1.31337  -1.66707  2.46453  0.29
N  -1.29945  -0.55103  1.72169  0.36
C  -2.38298  0.25686  2.14130  -0.53
C  -3.03422  -0.34412  3.14844  -0.64
N  -2.39044  -1.60458  3.34845  0.07
C  -2.78124  -2.50867  4.42826  -0.75
H  1.80814  -4.30275  3.47902  0.46
H  1.81543  -3.00271  4.72356  0.33
H  3.32830  -3.64374  4.00192  0.34
H  4.14606  -1.62762  2.53623  0.51
H  2.85880  -0.04584  0.51538  0.75
H  -3.80455  -0.38734  -1.90728  0.56
H  -3.30842  -2.82517  -3.03986  0.53
H  -0.47668  -4.43856  -1.96073  0.33
H  0.48660  -3.36563  -3.07097  0.29
H  -1.05864  -4.16792  -3.53676  0.36
H  -2.67202  1.14696  1.58222  0.53
H  -3.96545  -0.21036  3.68861  0.51
H  -2.03347  -3.33969  4.51329  0.30
H  -3.80659  -2.88525  4.28346  0.33
H  -2.74581  -1.91208  5.34416  0.40
Br  5.20885  -1.87980  -3.82554  -0.06
C  3.67078  -0.83718  -3.53650  -0.22
C  3.08085  -0.22175  -4.67228  -0.30
C  1.88379  0.50518  -4.40530  -0.87
C  1.42330  0.65136  -3.10982  0.08
N  1.90759  -0.05471  -2.03453  0.28
C  3.08672  -0.73347  -2.25460  -0.21
H  3.60350  -0.24766  -5.60960  0.55
H  1.33193  1.04859  -5.25881  0.40
H  0.75640  1.47849  -2.85443  0.31
H  3.54524  -1.22140  -1.39282  0.50
O  -1.91306  3.00505  -2.79942  -0.59
S  -1.89647  2.93106  -1.34840  0.88
O  -3.07950  2.49065  -0.66575  -0.61
N  -0.70714  1.82458  -0.86392  0.02
C  0.22836  2.40107  -0.05921  1.03
O  1.05294  1.65585  0.57550  -0.57
C  -0.04881  3.81729  0.13256  0.12
C  0.80806  4.65287  0.88912  -0.69
C  0.49109  6.03927  0.84054  -0.53
C  -0.71175  6.49012  0.28103  -0.47
C  -1.54797  5.64479  -0.45674  -0.74
C  -1.17216  4.30276  -0.53400  0.67
H  1.66873  4.30252  1.42550  0.52
H  1.20740  6.77172  1.33178  0.38
H  -0.90880  7.58256  0.36749  0.42
H  -2.36541  6.10726  -1.01493  0.48

HOMO-LUMO gap = 0.104 hartree
total charge = +4
HOMO level = -18.76 eV
E = -134997.0727 eV
E_LUMO = -15.9 eV